# C30H40AuN3OP

C30H40AuN3OP as an isolated structure (the ωB97M-V functional and the def2-TZVPD basis, the OMol25 dataset).

Geometry (Å):
Au (-0.885, 0.299, 0.090)
C (-4.037, -0.467, 0.347)
C (-3.668, -1.850, -0.148)
C (-3.674, -1.918, -1.675)
C (-2.342, -2.341, 0.456)
C (-2.085, -3.815, 0.137)
O (-1.084, -3.768, -0.922)
C (-0.610, -2.550, -1.007)
N (-1.156, -1.687, -0.195)
C (0.434, -2.350, -2.018)
C (0.558, -3.314, -3.017)
C (1.537, -3.193, -3.996)
C (2.416, -2.122, -3.961)
C (2.307, -1.159, -2.965)
C (1.303, -1.248, -2.006)
P (1.385, -0.112, -0.627)
C (2.155, 1.389, -1.102)
C (2.031, 1.848, -2.429)
C (2.663, 3.015, -2.808)
C (3.409, 3.738, -1.878)
C (3.512, 3.306, -0.559)
C (2.881, 2.142, -0.162)
C (2.198, -0.890, 0.739)
C (3.594, -0.723, 0.784)
C (4.336, -1.448, 1.702)
C (3.707, -2.337, 2.564)
C (2.328, -2.513, 2.505)
C (1.571, -1.795, 1.600)
H (-4.910, -0.073, -0.174)
H (-3.218, 0.255, 0.147)
H (-4.234, -0.452, 1.416)
H (-4.426, -2.542, 0.233)
H (-2.999, -1.175, -2.110)
H (-4.673, -1.712, -2.055)
H (-3.389, -2.901, -2.053)
H (-2.315, -2.149, 1.530)
H (-2.957, -4.321, -0.268)
H (-1.672, -4.397, 0.959)
H (-0.116, -4.157, -3.033)
H (1.615, -3.943, -4.771)
H (3.201, -2.033, -4.700)
H (3.027, -0.351, -2.938)
H (1.451, 1.296, -3.159)
H (2.583, 3.362, -3.830)
H (3.914, 4.645, -2.185)
H (4.088, 3.875, 0.158)
H (2.969, 1.811, 0.867)
H (4.108, -0.069, 0.092)
H (5.410, -1.320, 1.733)
H (4.292, -2.898, 3.281)
H (1.843, -3.213, 3.173)
H (0.494, -1.939, 1.575)
C (0.216, 0.863, 3.437)
N (-1.020, 1.046, 2.656)
C (-2.128, 0.412, 3.390)
C (-1.284, 2.487, 2.494)
C (-2.014, 2.782, 1.211)
N (-1.194, 2.441, -0.007)
C (-0.083, 3.415, -0.116)
C (-2.051, 2.621, -1.222)
H (0.144, 1.364, 4.408)
H (1.072, 1.273, 2.896)
H (0.387, -0.196, 3.615)
H (-2.142, 0.738, 4.436)
H (-2.017, -0.672, 3.375)
H (-3.081, 0.681, 2.943)
H (-0.338, 3.027, 2.523)
H (-1.882, 2.874, 3.326)
H (-2.263, 3.845, 1.148)
H (-2.950, 2.227, 1.154)
H (-0.508, 4.421, -0.124)
H (0.454, 3.260, -1.046)
H (0.596, 3.320, 0.726)
H (-2.390, 3.658, -1.267)
H (-2.926, 1.974, -1.174)
H (-1.470, 2.400, -2.115)

Calculated values
E_HOMO (spin up / spin down) = -17.53 / -17.53 eV
Frontier orbital gap (spin up / spin down) = 6.0 / 6.0 eV
Charge = +3
E_tot = -1882.73636 Eh